C29H29ClHoN2OP | the ωB97M-V functional and the def2-TZVPD basis

Calculated values
Frontier orbital gap (spin up / spin down) = 6.9958 / 2.9513 eV
Molar mass = 652.92 g mol⁻¹
Electronic energy = -3055.86847 Ha
E_LUMO (spin up / spin down) = -6.13 / -10.17 eV
Max |F| = 12.8 eV/Å

ORCA input file:
```
! wB97M-V def2-TZVPD RIJCOSX def2/J DEFGRID3
* xyz 2 5
Ho 0.00 0.00 0.00
Cl 2.34 -0.48 0.09
P 0.00 -0.01 -2.29
C -0.68 1.51 -3.04
C -1.84 1.52 -3.82
C -2.32 2.71 -4.36
C -1.64 3.91 -4.13
C -0.48 3.91 -3.35
C 0.00 2.72 -2.80
C 1.66 -0.18 -3.04
C 2.36 -1.37 -2.81
C 3.61 -1.57 -3.38
C 4.19 -0.57 -4.16
C 3.50 0.63 -4.38
C 2.24 0.82 -3.83
C -0.97 -1.34 -3.10
C -1.57 -2.32 -2.30
C -2.36 -3.32 -2.88
C -2.54 -3.35 -4.26
C -1.94 -2.38 -5.07
C -1.16 -1.37 -4.49
H 1.91 -2.13 -2.17
H 4.15 -2.49 -3.19
H 5.18 -0.71 -4.59
H 3.96 1.42 -4.98
H 1.71 1.76 -3.99
H -2.37 0.59 -4.01
H -3.22 2.71 -4.96
H -2.01 4.84 -4.55
H 0.05 4.84 -3.16
H 0.90 2.71 -2.19
H -1.40 -2.31 -1.23
H -2.81 -4.07 -2.25
H -3.15 -4.13 -4.71
H -2.08 -2.40 -6.14
H -0.70 -0.62 -5.12
H -1.08 1.11 -0.06
H -1.43 -0.57 -0.04
C 1.58 0.35 6.70
N 1.57 0.38 5.23
N 0.57 0.03 4.43
C 1.01 0.16 3.14
O 0.27 -0.06 2.19
C 2.30 0.64 3.13
C 2.63 0.75 4.47
C 3.95 1.21 5.01
C -0.79 -0.35 4.80
C -1.47 0.31 5.84
C -2.79 -0.02 6.15
C -3.46 -1.01 5.42
C -2.80 -1.66 4.38
C -1.48 -1.33 4.06
H 2.42 -0.29 7.05
H 0.67 -0.10 7.13
H 1.72 1.38 7.10
H 2.93 0.88 2.29
H 3.80 2.12 5.63
H 4.39 0.41 5.64
H 4.65 1.45 4.18
H -1.00 1.10 6.40
H -3.31 0.50 6.95
H -4.48 -1.26 5.66
H -3.32 -2.43 3.81
H -1.00 -1.86 3.25
*
```

C8H12B6F24Li2O6 | the ωB97M-V functional and the def2-TZVPD basis

Calculated values
ΔE to the lowest compared entry with this formula, charge and spin = 2643.41 kJ/mol
Frontier orbital gap = 3.9442 eV
Molar mass = 738.88 g mol⁻¹
Electronic energy = -3324.90454 Ha
E_LUMO = 7.78 eV
Max |F| = 18.6 eV/Å

ORCA input file:
```
! wB97M-V def2-TZVPD RIJCOSX def2/J DEFGRID3
* xyz -4 1
Li 1.87 -0.83 0.42
Li -0.33 0.69 -2.35
B 0.01 -0.76 -0.39
F -1.22 -0.79 0.10
F 0.68 -1.88 0.10
F 0.00 -0.53 -1.71
F 0.79 0.31 0.16
B -0.94 0.29 -3.91
F 0.38 0.43 -3.89
F -1.47 0.02 -5.20
F -1.29 -0.85 -3.21
F -1.57 1.37 -3.33
B 2.55 -0.58 -3.40
F 1.47 -0.49 -2.51
F 3.40 -1.59 -3.02
F 2.03 -0.87 -4.67
F 3.17 0.67 -3.51
B 3.17 0.61 -0.65
F 2.62 -0.56 -1.17
F 2.33 1.05 0.30
F 4.45 0.29 -0.21
F 3.39 1.56 -1.60
B 0.52 2.17 -1.77
F 1.09 2.90 -0.87
F 1.35 1.07 -1.98
F -0.67 1.77 -1.28
F 0.39 2.77 -3.03
B 3.49 -2.12 0.37
F 3.72 -3.36 1.03
F 2.29 -2.19 -0.35
F 3.27 -1.09 1.24
F 4.42 -1.78 -0.59
C -2.41 -3.21 1.82
C -1.39 -2.22 2.51
C -1.88 -0.77 2.42
O -1.72 -0.28 3.71
C -1.32 -1.22 4.57
O -1.13 -1.19 5.77
O -1.29 -2.35 3.95
H -2.45 -2.90 0.78
H -3.40 -3.23 2.26
H -2.08 -4.25 1.90
H -0.43 -2.36 2.03
H -2.91 -0.70 2.08
H -1.26 -0.23 1.71
C 0.00 1.90 1.54
C -1.33 2.52 0.91
C -2.31 1.53 0.38
O -3.61 2.16 0.63
C -3.42 2.82 1.86
O -4.31 3.16 2.63
O -2.13 3.07 1.98
H -0.19 0.85 1.75
H 0.20 2.21 2.56
H 0.85 1.86 0.86
H -1.07 3.23 0.12
H -2.25 0.53 0.80
H -2.15 1.39 -0.69
*
```

C32H20Cl5N3P2Se2Y | the ωB97M-V functional and the def2-TZVPD basis

Calculated values
Frontier orbital gap (spin up / spin down) = 6.1334 / 5.7133 eV
Molar mass = 932.57 g mol⁻¹
Electronic energy = -9220.25914 Ha
E_LUMO (spin up / spin down) = -4.92 / -5.35 eV
Max |F| = 5.0 eV/Å

ORCA input file:
```
! wB97M-V def2-TZVPD RIJCOSX def2/J DEFGRID3
* xyz 1 1
Y 15.29 4.52 11.82
Cl 15.94 3.05 9.90
C 16.32 5.34 13.82
C 15.24 4.56 14.05
C 14.67 4.37 15.31
Cl 13.19 3.52 15.59
C 15.43 4.89 16.39
Cl 14.85 4.76 17.98
C 16.78 5.41 16.19
Cl 17.88 5.35 17.54
C 17.17 5.72 14.88
Cl 18.73 6.35 14.48
Se 8.22 4.77 11.47
P 9.49 6.55 10.85
C 8.84 6.80 9.23
C 9.39 6.11 8.12
C 8.58 5.98 6.98
C 7.31 6.60 6.90
C 6.80 7.22 8.02
C 7.56 7.36 9.16
C 9.29 7.90 11.98
C 8.93 9.18 11.50
C 8.72 10.26 12.35
C 8.99 10.11 13.73
C 9.33 8.84 14.25
C 9.35 7.75 13.37
C 11.06 5.69 11.13
C 12.39 6.10 11.32
N 13.16 4.94 11.48
N 12.32 3.89 11.36
N 11.02 4.32 11.19
P 13.33 7.63 11.16
Se 15.43 7.11 10.47
C 12.60 8.61 9.88
C 12.30 10.00 9.93
C 12.19 10.71 8.73
C 12.14 10.02 7.49
C 12.36 8.62 7.46
C 12.47 7.95 8.67
C 13.66 8.50 12.69
C 14.39 9.72 12.75
C 14.65 10.29 13.99
C 14.29 9.73 15.19
C 13.55 8.51 15.13
C 13.37 7.85 13.90
H 10.31 5.59 8.21
H 8.91 5.43 6.09
H 6.82 6.62 5.93
H 5.72 7.46 8.02
H 7.15 7.88 10.05
H 8.63 9.36 10.47
H 8.26 11.18 11.96
H 8.87 10.91 14.43
H 9.35 8.77 15.35
H 9.44 6.71 13.69
H 11.98 10.46 10.88
H 12.14 11.81 8.77
H 12.02 10.62 6.57
H 12.39 8.04 6.55
H 12.39 6.86 8.68
H 14.81 10.11 11.87
H 15.27 11.24 14.07
H 14.61 10.02 16.18
H 13.21 8.10 16.03
H 12.84 6.92 13.93
*
```

C37H92N8O19 | the ωB97M-V functional and the def2-TZVPD basis

Calculated values
Frontier orbital gap = 6.0392 eV
Molar mass = 953.18 g mol⁻¹
Electronic energy = -3331.28246 Ha
E_LUMO = -7.69 eV
Max |F| = 6.6 eV/Å

ORCA input file:
```
! wB97M-V def2-TZVPD RIJCOSX def2/J DEFGRID3
* xyz 4 1
C -23.14 -8.79 -6.41
C -23.38 -9.54 -7.67
O -22.89 -10.52 -8.11
N -24.61 -9.09 -8.58
H -25.09 -9.99 -8.72
H -25.15 -8.37 -8.09
C -24.19 -8.59 -9.94
H -23.30 -9.47 -5.58
H -23.65 -7.84 -6.23
H -22.06 -8.69 -6.38
H -25.10 -8.48 -10.53
H -23.58 -9.37 -10.41
H -23.70 -7.62 -9.83
C -27.02 -2.74 -16.09
C -27.69 -3.13 -17.27
O -28.62 -3.77 -17.65
N -26.87 -2.44 -18.52
H -27.52 -1.96 -19.13
H -26.24 -1.78 -18.03
C -26.12 -3.41 -19.43
H -27.24 -1.71 -15.89
H -25.94 -2.92 -16.16
H -27.39 -3.31 -15.23
H -25.83 -2.96 -20.37
H -26.89 -4.12 -19.70
H -25.33 -3.87 -18.85
C -23.11 -8.66 -17.55
C -23.13 -8.91 -19.03
O -22.09 -9.19 -19.67
N -24.38 -8.89 -19.55
H -25.01 -8.37 -18.97
H -24.93 -6.41 -17.98
C -24.65 -9.38 -20.84
H -22.92 -9.62 -17.06
H -23.98 -8.20 -17.06
H -22.23 -8.08 -17.33
H -23.69 -9.69 -21.22
H -24.99 -8.60 -21.56
H -25.30 -10.26 -20.84
C -27.90 -10.08 -14.97
C -28.98 -11.04 -14.70
O -30.16 -11.07 -14.92
N -28.39 -12.31 -14.03
H -27.44 -12.47 -14.38
H -28.25 -12.06 -13.05
C -29.27 -13.52 -14.23
H -26.90 -10.42 -15.28
H -27.86 -9.47 -14.06
H -28.31 -9.39 -15.70
H -29.12 -13.80 -15.26
H -30.27 -13.31 -13.94
H -28.88 -14.37 -13.71
C -16.30 -14.88 -18.45
C -17.66 -15.46 -18.03
C -18.78 -14.61 -18.62
N -20.17 -14.86 -17.89
C -20.17 -14.49 -16.38
C -19.91 -13.01 -16.13
C -20.93 -12.16 -16.86
C -21.07 -12.50 -18.38
C -21.29 -14.04 -18.54
C -20.46 -16.36 -17.97
H -15.52 -15.43 -17.94
H -16.27 -13.84 -18.11
H -16.30 -14.80 -19.51
H -17.72 -15.46 -16.93
H -17.74 -16.50 -18.33
H -19.14 -14.86 -19.58
H -18.64 -13.54 -18.56
H -19.41 -15.12 -15.98
H -21.15 -14.78 -15.99
H -18.90 -12.81 -16.44
H -19.92 -12.85 -15.02
H -20.65 -11.08 -16.74
H -21.91 -12.23 -16.42
H -20.25 -12.04 -18.90
H -21.94 -11.92 -18.76
H -21.42 -14.31 -19.57
H -22.25 -14.32 -18.12
H -20.47 -16.56 -19.04
H -21.41 -16.61 -17.54
H -19.67 -16.98 -17.57
C -22.92 -16.23 -14.35
C -23.48 -15.71 -13.10
C -22.78 -14.35 -12.69
O -23.47 -13.58 -11.74
C -22.59 -13.11 -10.75
N -24.97 -15.46 -13.11
H -25.43 -15.36 -12.20
H -25.15 -14.51 -13.60
H -25.43 -16.24 -13.57
H -23.44 -17.11 -14.73
H -21.87 -16.43 -14.26
H -23.09 -15.44 -15.11
H -23.29 -16.45 -12.31
H -22.59 -13.77 -13.59
H -21.74 -14.52 -12.34
H -23.03 -12.21 -10.29
H -21.64 -12.74 -11.18
H -22.46 -13.86 -9.98
C -24.09 -6.55 -12.44
C -24.60 -6.66 -13.85
C -24.60 -8.14 -14.23
O -23.32 -8.77 -14.25
C -23.61 -10.16 -14.29
N -26.08 -6.34 -14.01
H -26.11 -5.35 -14.29
H -26.62 -6.87 -14.69
H -26.80 -7.03 -12.72
H -23.64 -5.59 -12.21
H -23.32 -7.36 -12.35
H -24.85 -6.64 -11.68
H -23.94 -6.10 -14.51
H -25.11 -8.17 -15.20
H -25.22 -8.58 -13.45
H -24.40 -10.39 -13.58
H -22.70 -10.71 -14.06
H -23.94 -10.41 -15.31
C -15.98 -6.08 -14.57
C -17.29 -5.57 -15.17
C -18.58 -5.96 -14.36
O -19.69 -5.26 -14.88
C -20.77 -5.14 -13.99
N -17.37 -4.06 -15.03
H -18.31 -3.86 -15.45
H -17.40 -3.82 -14.04
H -16.65 -3.50 -15.48
H -15.11 -5.58 -15.01
H -15.90 -7.14 -14.86
H -15.93 -6.03 -13.47
H -17.33 -5.82 -16.23
H -18.38 -5.71 -13.31
H -18.80 -7.05 -14.43
H -21.14 -6.11 -13.65
H -21.53 -4.60 -14.50
H -20.38 -4.60 -13.12
O -29.36 -7.33 -11.23
C -28.47 -7.16 -12.21
O -28.92 -6.70 -13.17
O -27.19 -7.60 -11.97
H -28.82 -7.46 -10.42
O -27.18 -7.32 -19.05
C -27.14 -6.89 -17.82
O -25.79 -6.52 -17.48
O -28.10 -6.82 -17.09
H -27.97 -7.71 -19.38
O -27.37 -3.82 -13.19
C -26.29 -4.11 -12.39
O -26.53 -4.58 -11.35
O -25.12 -3.85 -12.90
H -28.16 -3.88 -12.68
O -25.72 -12.47 -16.57
C -25.10 -13.07 -15.59
O -23.93 -13.51 -15.71
O -25.75 -13.07 -14.51
H -25.23 -12.59 -17.41
*
```

C12H19O5P | the ωB97M-V functional and the def2-TZVPD basis

Calculated values
ΔE to the lowest compared entry with this formula, charge and spin = 35.44 kJ/mol
Frontier orbital gap = 9.3629 eV
Molar mass = 274.25 g mol⁻¹
Electronic energy = -1186.28176 Ha
SMILES string = CCOP(=O)(OCC)[C@H](O)c1ccc(OC)cc1
E_LUMO = 0.79 eV
Max |F| = 1.3 eV/Å

ORCA input file:
```
! wB97M-V def2-TZVPD RIJCOSX def2/J DEFGRID3
* xyz 0 1
C -1.74 -3.16 0.18
C -0.61 -2.15 0.17
O -0.85 -1.12 -0.79
P -1.54 0.26 -0.44
O -1.73 1.09 -1.62
O -2.90 -0.21 0.31
C -3.90 0.77 0.58
C -4.82 0.95 -0.61
C -0.52 1.13 0.87
O -0.85 2.50 0.76
C 0.93 0.83 0.63
C 1.73 0.31 1.63
C 3.06 0.01 1.39
C 3.61 0.24 0.13
O 4.92 -0.09 -0.01
C 5.54 0.12 -1.26
C 2.81 0.76 -0.88
C 1.48 1.05 -0.62
H -1.88 -3.58 -0.82
H -2.67 -2.67 0.48
H -1.52 -3.97 0.87
H 0.33 -2.63 -0.14
H -0.47 -1.72 1.16
H -4.45 0.40 1.45
H -3.43 1.72 0.84
H -5.58 1.69 -0.38
H -5.30 0.01 -0.86
H -4.24 1.29 -1.47
H -0.82 0.83 1.88
H -0.81 2.74 -0.17
H 1.32 0.13 2.62
H 3.69 -0.39 2.16
H 6.57 -0.21 -1.13
H 5.53 1.17 -1.54
H 5.07 -0.48 -2.05
H 3.20 0.94 -1.87
H 0.86 1.44 -1.42
*
```

C27H22BrNO3Pt | the ωB97M-V functional and the def2-TZVPD basis

Calculated values
ΔE to the lowest compared entry with this formula, charge and spin = 1.72 kJ/mol
Frontier orbital gap = 7.2604 eV
Molar mass = 683.46 g mol⁻¹
Electronic energy = -4015.33370 Ha
E_LUMO = -7.15 eV
Max |F| = 0.3 eV/Å

ORCA input file:
```
! wB97M-V def2-TZVPD RIJCOSX def2/J DEFGRID3
* xyz 2 1
Pt -0.42 0.16 -0.19
N -1.85 1.33 -1.06
C -1.86 2.71 -0.58
C -3.04 3.25 -0.10
C -3.02 4.55 0.40
C -1.82 5.25 0.42
C -0.66 4.68 -0.07
C -0.65 3.39 -0.59
C 0.58 2.77 -1.14
C 1.51 3.60 -1.79
C 2.69 3.10 -2.31
C 2.98 1.75 -2.21
C 2.08 0.89 -1.60
C 0.91 1.42 -1.09
H -2.77 0.92 -0.93
H -1.67 1.30 -2.07
H -3.96 2.69 -0.12
H -3.93 5.00 0.77
H -1.80 6.26 0.82
H 0.27 5.24 -0.03
H 1.28 4.65 -1.90
H 3.38 3.77 -2.81
H 3.90 1.35 -2.61
H 2.33 -0.16 -1.52
C -0.55 1.45 3.84
C -0.71 0.73 2.56
O -0.50 1.34 1.48
C -1.07 -0.70 2.47
C -0.41 -1.66 3.21
C -0.64 -3.00 2.95
C -1.54 -3.39 1.96
C -2.25 -2.43 1.25
C -2.02 -1.08 1.49
H -0.39 2.51 3.67
H 0.31 1.03 4.37
H -1.42 1.27 4.48
H 0.32 -1.37 3.96
H -0.11 -3.76 3.52
H -1.72 -4.44 1.77
H -3.01 -2.73 0.54
H -2.69 -0.33 1.07
Br -0.49 -3.35 -3.65
C 0.93 -3.83 -2.52
C 1.63 -4.98 -2.85
C 2.69 -5.41 -2.06
C 3.05 -4.71 -0.91
C 2.36 -3.57 -0.57
C 1.29 -3.11 -1.37
C 0.66 -1.89 -0.93
O -0.21 -1.21 -1.61
O 0.93 -1.34 0.20
H 1.35 -5.54 -3.73
H 3.22 -6.31 -2.34
H 3.88 -5.05 -0.30
H 2.63 -3.00 0.31
*
```